DFT (ωB97M-V with the def2-TZVPD basis set) results for C14H17N3O3TeZr as an isolated structure in a non-equilibrium geometry.

Each line ends with the Mulliken charge.
Element x y z (Å)
Zr: -0.544 -0.106 0.800  1.2943
C: 3.156 0.504 -0.156  -1.1474
C: 2.558 -0.912 0.051  1.4037
C: 3.378 -2.097 -0.277  -1.4271
O: 1.143 -0.979 -0.547  -0.6807
C: 2.271 -0.792 1.620  0.2173
O: 1.129 -0.133 1.839  -0.5131
O: 2.843 -1.382 2.498  -0.4965
H: 3.534 0.613 -1.172  0.3960
H: 3.930 0.784 0.587  0.3662
H: 2.281 1.209 -0.036  0.1848
H: 3.966 -2.071 -1.241  0.3068
H: 2.702 -3.013 -0.296  0.4276
H: 4.098 -2.326 0.538  0.3703
H: 1.079 -1.757 -1.201  0.3491
Te: -2.308 -0.319 2.949  0.1665
C: -2.110 -1.648 1.080  -1.0410
C: -1.243 -2.759 0.908  0.3303
C: -1.417 -3.598 -0.176  -0.7081
C: -2.222 -3.292 -1.261  -0.4828
C: -3.114 -2.193 -1.116  -0.5655
C: -3.005 -1.352 0.009  0.0085
H: -0.391 -2.916 1.634  0.6267
H: -0.819 -4.493 -0.290  0.4594
H: -2.267 -3.810 -2.246  0.4312
H: -3.779 -1.814 -1.901  0.4172
H: -3.644 -0.450 0.018  0.7241
N: 0.026 5.072 0.735  -0.3878
C: -0.572 4.003 0.194  0.4470
C: -0.482 2.738 0.701  -0.2117
N: -1.141 1.716 0.064  -0.0870
C: -1.909 1.993 -1.052  -0.0174
C: -1.928 3.254 -1.595  -0.5141
N: -1.337 4.285 -0.904  -0.4421
H: 0.578 4.957 1.548  0.2020
H: 0.209 5.896 0.186  0.2668
H: 0.226 2.540 1.543  0.4425
H: -2.436 1.150 -1.474  0.5229
H: -2.438 3.500 -2.562  0.3610

Summary:
Strongest force on any atom in eV/A: 3.7
Net charge: +2
Calculated total energy in eV: -33964.718

DFT (ωB97M-V with the def2-TZVPD basis set) results for C17H28N12O3PRhS3 as an isolated structure in a non-equilibrium geometry.

Each line ends with the Mulliken spin population.
Element x y z (Å)
Rh: -2.502 0.316 -0.461  2.4139
N: -2.977 1.695 2.717  -0.0007
C: -2.475 2.575 1.775  -0.0078
N: -2.263 3.860 2.023  0.0028
N: -1.739 4.340 0.876  0.0093
N: -1.637 3.396 0.002  0.0025
N: -2.096 2.249 0.535  0.1037
C: -2.681 0.345 2.708  -0.0215
N: -2.563 -0.374 3.818  0.0047
N: -2.234 -1.606 3.389  0.0044
N: -2.160 -1.623 2.099  -0.0053
N: -2.446 -0.400 1.624  0.0973
H: -3.078 2.085 3.637  -0.0002
S: -1.110 -3.336 -3.077  0.4988
C: -2.186 -2.027 -2.974  -0.0099
S: -3.116 -1.646 -1.616  0.1031
S: -2.328 -1.298 -4.493  0.6292
O: -0.225 -0.264 -0.442  0.0213
P: 1.227 -0.307 -0.208  0.0134
N: 1.864 -1.685 0.520  0.0006
C: 1.345 -1.910 1.894  -0.0016
C: 0.760 -3.330 1.915  0.0066
C: 0.538 -3.643 0.434  0.0180
C: 1.716 -2.941 -0.231  0.0093
N: 1.676 0.901 0.836  0.0015
C: 0.655 1.708 1.535  -0.0072
C: 1.423 2.383 2.676  -0.0002
C: 2.631 1.464 2.896  0.0001
C: 2.974 1.042 1.469  -0.0001
N: 2.073 -0.094 -1.618  0.0015
C: 1.351 -0.044 -2.906  0.0155
C: 2.403 -0.414 -3.956  0.0037
C: 3.476 -1.170 -3.163  -0.0004
C: 3.469 -0.440 -1.820  0.0005
H: 0.563 -1.186 2.133  -0.0011
H: 2.160 -1.795 2.617  0.0002
H: -0.170 -3.358 2.480  -0.0004
H: 1.473 -4.034 2.355  -0.0005
H: -0.393 -3.177 0.101  -0.0195
H: 0.505 -4.711 0.214  -0.0086
H: 1.541 -2.752 -1.288  -0.0039
H: 2.638 -3.529 -0.119  0.0007
H: -0.144 1.066 1.915  0.0114
H: 0.197 2.429 0.860  -0.0008
H: 0.805 2.488 3.566  0.0000
H: 1.760 3.376 2.370  -0.0001
H: 2.326 0.590 3.475  0.0000
H: 3.462 1.958 3.403  0.0000
H: 3.542 0.111 1.411  -0.0001
H: 3.559 1.836 0.980  0.0000
H: 0.925 0.946 -3.077  0.0004
H: 0.533 -0.757 -2.905  -0.0103
H: 2.839 0.487 -4.395  -0.0002
H: 1.962 -1.018 -4.748  -0.0031
H: 4.455 -1.149 -3.644  0.0001
H: 3.167 -2.208 -3.021  -0.0001
H: 4.083 0.471 -1.887  -0.0001
H: 3.841 -1.047 -0.992  0.0003
C: -5.544 2.524 -2.315  0.0074
C: -4.433 1.696 -1.678  -0.0319
O: -4.712 1.055 -0.628  0.0863
O: -3.302 1.690 -2.214  0.0656
H: -6.509 2.179 -1.949  0.0008
H: -5.493 2.445 -3.401  0.0009
H: -5.405 3.569 -2.033  -0.0001

Summary:
Strongest force on any atom in eV/A: 1.2
Net charge: -2
Energy above the lowest of the compared OMol25 structures with the same formula, charge and spin in kcal/mol: 0.0
Spin multiplicity: 5
Calculated total energy in eV: -86912.400

DFT (ωB97M-V with the def2-TZVPD basis set) results for a 2-piece molecular cluster, C4H10NO overall in a non-equilibrium geometry.

Each line ends with the Mulliken charge.
Element x y z (Å)
C: 1.600 0.091 0.781  -0.0002
C: 1.136 0.420 -0.509  -0.4734
C: -1.880 -0.402 0.752  -0.6787
C: -1.709 0.035 -0.619  0.1329
N: 2.270 -0.575 -0.323  -0.2413
O: -1.948 1.279 -0.867  -0.3580
H: 2.120 0.752 1.467  0.3032
H: 0.839 -0.614 1.314  -0.0055
H: 1.332 1.449 -0.982  0.1593
H: -2.124 0.488 1.279  0.3043
H: -0.931 -0.876 1.155  0.0830
H: -2.684 -1.257 0.720  0.3412
H: -1.153 -0.545 -1.387  0.4600
H: 3.222 -0.277 -0.491  0.2684
H: 1.978 -1.548 -0.516  0.3044
H: -2.066 1.581 -1.776  0.4005

Summary:
Strongest force on any atom in eV/A: 3.9
Net charge: +1
Energy above the lowest of the compared OMol25 structures with the same formula, charge and spin in kcal/mol: 120.2
Calculated total energy in eV: -7836.103

DFT (ωB97M-V with the def2-TZVPD basis set) results for a 15-piece molecular cluster, C4H28BO22 overall in a non-equilibrium geometry.

Each line ends with the Mulliken charge.
Element x y z (Å)
O: -4.289 -38.541 6.109  -0.7694
C: -4.653 -37.565 5.445  0.6843
O: -4.710 -37.439 4.092  -0.0482
B: -5.088 -36.028 3.784  0.5170
O: -5.458 -35.419 5.062  0.1253
C: -5.164 -36.206 6.034  0.1927
O: -5.355 -35.983 7.153  -0.7785
O: -6.188 -35.899 2.812  -0.0207
C: -5.806 -35.170 1.824  0.2177
O: -6.409 -34.754 0.835  -0.5698
C: -4.403 -34.753 2.029  0.5311
O: -3.959 -35.221 3.192  -0.3817
O: -3.742 -34.028 1.159  -0.8624
O: -5.786 -32.708 6.063  -0.6412
H: -5.296 -33.487 6.327  0.2855
H: -5.682 -32.100 6.796  0.2774
O: -5.764 -39.401 2.451  -0.7275
H: -5.123 -38.713 2.627  0.3604
H: -6.612 -38.964 2.527  0.4406
O: -1.137 -35.707 5.571  -0.6511
H: -1.850 -35.359 5.036  0.3296
H: -1.141 -36.648 5.394  0.3473
O: -5.972 -32.701 -1.252  -0.6405
H: -6.203 -32.551 -0.336  0.2961
H: -5.056 -32.976 -1.227  0.3170
O: -4.737 -36.891 9.607  -0.6762
H: -4.904 -36.412 8.795  0.5335
H: -5.059 -37.775 9.434  0.2744
O: -9.165 -34.785 2.231  -0.6455
H: -8.914 -34.710 3.152  0.3930
H: -8.345 -34.677 1.749  0.2798
O: -7.689 -37.667 8.889  -0.6015
H: -7.252 -37.385 8.086  0.3141
H: -7.792 -38.613 8.787  0.2920
O: -8.271 -34.554 -1.118  -0.6460
H: -7.359 -34.562 -0.829  0.4544
H: -8.650 -35.347 -0.738  0.2931
O: -1.184 -33.874 2.116  -0.6396
H: -2.013 -33.861 1.638  0.4129
H: -0.869 -34.773 2.026  0.2868
O: -6.009 -40.502 7.075  -0.6167
H: -6.367 -40.308 7.941  0.2708
H: -5.386 -39.795 6.908  0.3905
O: -8.218 -33.665 4.705  -0.6163
H: -8.785 -33.635 5.476  0.2665
H: -7.331 -33.598 5.057  0.3011
O: -8.104 -38.069 2.744  -0.7150
H: -7.816 -37.192 2.491  0.3460
H: -8.994 -37.944 3.073  0.2919
O: -1.305 -38.593 6.094  -0.6382
H: -0.864 -39.409 5.861  0.2946
H: -2.223 -38.840 6.206  0.3084
O: -2.915 -40.312 3.300  -0.6062
H: -3.811 -39.979 3.239  0.2824
H: -3.015 -41.214 3.606  0.2845

Summary:
Strongest force on any atom in eV/A: 6.8
Net charge: -1
Energy above the lowest of the compared OMol25 structures with the same formula, charge and spin in kcal/mol: 31.5
Calculated total energy in eV: -50332.805

DFT (ωB97M-V with the def2-TZVPD basis set) results for the molecule C7H7NOS in a non-equilibrium geometry.

Each line ends with the Mulliken charge.
Element x y z (Å)
N: 0.306 2.085 -1.842  -0.5853
C: -0.262 0.916 -1.386  0.2128
C: 0.225 -0.244 -2.082  -0.5488
C: 0.110 -1.486 -1.002  0.2637
O: 0.260 -2.675 -1.338  -0.6250
C: -0.041 -0.792 0.247  -0.0291
C: 0.066 -1.039 1.555  -0.3410
S: 0.044 0.379 2.558  -0.1155
C: -0.533 1.343 1.216  -0.4383
C: -0.374 0.614 0.034  -0.0370
H: 1.388 2.010 -2.072  0.2874
H: -0.407 2.346 -2.633  0.3645
H: -1.326 1.003 -1.859  0.2111
H: 1.312 -0.261 -2.369  0.2092
H: -0.357 -0.578 -3.014  0.2894
H: -0.027 -2.064 1.886  0.4298
H: -0.639 2.414 1.230  0.4521

Summary:
Strongest force on any atom in eV/A: 6.1
Net charge: 0
SMILES: N[C@H]1CC(=O)c2cscc21
Energy above the lowest of the compared OMol25 structures with the same formula, charge and spin in kcal/mol: 33.6
Calculated total energy in eV: -21742.827

DFT (ωB97M-V with the def2-TZVPD basis set) results for a 2-piece molecular cluster, C3H2ClNS overall in a non-equilibrium geometry.

Each line ends with the Mulliken spin population.
Element x y z (Å)
C: 1.162 0.832 0.704  0.7865
C: -0.432 -0.897 -1.931  -0.0264
C: -0.760 -1.205 -0.796  0.0496
N: 0.585 1.333 1.615  0.2636
S: -0.539 1.790 2.580  0.9220
Cl: -1.229 -1.624 0.681  -0.0024
H: 1.774 0.328 0.041  0.0127
H: -0.561 -0.557 -2.894  -0.0055

Summary:
Strongest force on any atom in eV/A: 3.7
Net charge: 0
Energy above the lowest of the compared OMol25 structures with the same formula, charge and spin in kcal/mol: 83.1
Spin multiplicity: 3
Calculated total energy in eV: -27983.231

The highest calculated total energy belongs to which entry?
C4H10NO